<w>
C4H13NO | ωB97M-V/def2-TZVPD

Each atom is followed by the atoms it is bonded to, with distances in Å.
CARTESIAN COORDINATES (ANGSTROEM)
1 C -0.228 0.070 -2.559  C2 1.539, H6 1.092, H7 1.096, H8 1.091
2 C -0.590 -0.518 -1.184  C1 1.539, C3 1.523, H9 1.096, H10 1.089
3 C -1.482 0.386 -0.343  C2 1.523, N4 1.498, H11 1.091, H12 1.087
4 N -0.795 1.160 0.739  C3 1.498, C5 1.451, H13 1.007
5 C -0.415 0.268 1.818  N4 1.451, H14 1.093, H15 1.102, H16 1.093
6 H -0.047 -0.640 -3.369  C1 1.092
7 H -1.064 0.637 -2.985  C1 1.096
8 H 0.653 0.712 -2.497  C1 1.091
9 H -1.090 -1.489 -1.283  C2 1.096
10 H 0.371 -0.757 -0.731  C2 1.089
11 H -1.871 1.194 -0.964  C3 1.091
12 H -2.291 -0.177 0.116  C3 1.087
13 H -0.039 1.668 0.309  N4 1.007
14 H -1.271 0.144 2.486  C5 1.093
15 H -0.049 -0.720 1.497  C5 1.102
16 H 0.406 0.624 2.446  C5 1.093
17 H 2.258 -0.769 1.964  O19 0.992
18 H 2.442 -0.903 0.549  O19 0.949
19 O 2.927 -1.139 1.330  H17 0.992, H18 0.949

The structure (SMILES) is CCCNC.O. As for the HOMO energy: -9.04 eV. Its HOMO-LUMO gap is 9.84 eV. Its multiplicity is 1.

natural (NBO) population analysis, charges in e, atoms 1 to 4: -0.61, -0.43, -0.22, -0.62

***

<x>
C4H13NO | ωB97M-V/def2-TZVPD

Each atom is followed by the atoms it is bonded to, with distances in Å.
CARTESIAN COORDINATES (ANGSTROEM)
1 C 0.185 -1.941 2.648  N2 1.468, H3 1.089, H4 1.094, H5 1.088
2 N 0.420 -2.187 1.220  C1 1.468, H7 1.005, H8 1.012
3 H -0.784 -1.457 2.765  C1 1.089
4 H 0.191 -2.843 3.266  C1 1.094
5 H 0.943 -1.261 3.030  C1 1.088
6 H 0.055 -0.521 0.498  O10 0.970
7 H -0.220 -2.883 0.882  N2 1.005
8 H 1.345 -2.577 1.087  N2 1.012
9 C -0.949 0.628 -0.732  O10 1.413, C11 1.520, H13 1.094, H14 1.095
10 O -0.077 0.430 0.362  H6 0.970, C9 1.413
11 C -0.197 1.051 -1.983  C9 1.520, C12 1.521, H15 1.095, H16 1.092
12 C 0.528 2.377 -1.810  C11 1.521, H17 1.090, H18 1.089, H19 1.092
13 H -1.674 1.399 -0.455  C9 1.094
14 H -1.520 -0.285 -0.931  C9 1.095
15 H -0.923 1.104 -2.801  C11 1.095
16 H 0.514 0.263 -2.243  C11 1.092
17 H 1.047 2.669 -2.722  C12 1.090
18 H 1.247 2.298 -0.996  C12 1.089
19 H -0.171 3.178 -1.557  C12 1.092

The structure (SMILES) is CCCO.CN. As for the HOMO energy: -9.48 eV. Its HOMO-LUMO gap is 10.41 eV. Its multiplicity is 1.

natural (NBO) population analysis, charges in e, atoms 1 to 4: -0.42, -0.84, 0.20, 0.17

***

Relative energies, unit kJ/mol: <w> 53.6; <x> 0.0

***

<w>
C4H6N2O | ωB97M-V/def2-TZVPD

Each atom is followed by the atoms it is bonded to, with distances in Å.
CARTESIAN COORDINATES (ANGSTROEM)
1 C 2.500 0.544 -0.168  O2 1.443, H8 1.091, H9 1.088, H10 1.091
2 O 1.805 -0.299 0.775  C1 1.443, C3 1.291
3 C 0.521 -0.358 0.663  O2 1.291, C4 1.557, N7 1.314
4 C -0.284 -1.245 1.658  C3 1.557, N5 1.316
5 N -1.462 -0.934 1.162  C4 1.316, C6 1.488, H12 1.012
6 C -1.457 -0.226 -0.146  N5 1.488, N7 1.362
7 N -0.182 0.235 -0.276  C3 1.314, C6 1.362
8 H 2.236 0.248 -1.184  C1 1.091
9 H 3.559 0.390 0.035  C1 1.088
10 H 2.213 1.584 -0.006  C1 1.091
11 H -3.823 0.858 -2.229  H13 0.747
12 H -2.317 -1.366 1.487  N5 1.012
13 H -3.309 0.569 -1.770  H11 0.747

As for the HOMO energy (alpha / beta): -9.00 / -9.00 eV. Its HOMO-LUMO gap (alpha / beta) is 7.31 / 7.31 eV. Its multiplicity is 1.

natural (NBO) population analysis, charges in e, atoms 1 to 4: -0.27, -0.40, 0.57, 0.08

***

<x>
C4H6N2O | ωB97M-V/def2-TZVPD

Each atom is followed by the atoms it is bonded to, with distances in Å.
CARTESIAN COORDINATES (ANGSTROEM)
1 C 2.149 -0.217 0.134  C2 1.492, H8 1.092, H9 1.097, H10 1.093
2 C 0.720 0.043 -0.207  C1 1.492, N3 1.305, N7 1.376
3 N 0.151 -0.214 -1.353  C2 1.305, C4 1.381
4 C -1.204 -0.030 -1.156  N3 1.381, C5 1.360, H11 1.082
5 C -1.436 0.284 0.147  C4 1.360, O6 1.354, N7 1.372
6 O -2.558 0.269 0.904  C5 1.354, H12 0.966
7 N -0.207 0.394 0.747  C2 1.376, C5 1.372, H13 1.009
8 H 2.527 -0.939 -0.592  C1 1.092
9 H 2.230 -0.664 1.132  C1 1.097
10 H 2.774 0.679 0.100  C1 1.093
11 H -1.939 -0.191 -1.933  C4 1.082
12 H -3.229 -0.185 0.377  O6 0.966
13 H -0.011 0.828 1.638  N7 1.009

The structure (SMILES) is Cc1ncc(O)[nH]1. As for the HOMO energy: -8.03 eV. Its HOMO-LUMO gap is 8.75 eV. Its multiplicity is 1.

natural (NBO) population analysis, charges in e, atoms 1 to 4: -0.66, 0.34, -0.45, -0.20

***

<y>
C4H6N2O | ωB97M-V/def2-TZVPD

Each atom is followed by the atoms it is bonded to, with distances in Å.
CARTESIAN COORDINATES (ANGSTROEM)
1 N 1.379 -1.192 -1.589  C2 1.262, H8 1.014
2 C 0.618 -0.591 -0.781  N1 1.262, O3 1.338, N7 1.459
3 O 0.298 0.678 -1.056  C2 1.338, C4 1.425
4 C -0.860 1.169 -0.386  O3 1.425, C5 1.508, H10 1.097, H11 1.088
5 C -0.647 1.077 1.104  C4 1.508, C6 1.518, H12 1.101, H13 1.096
6 C -0.464 -0.377 1.502  C5 1.518, N7 1.337
7 N 0.063 -1.064 0.483  C2 1.459, C6 1.337, H9 1.014
8 H 1.664 -2.133 -1.343  N1 1.014
9 H 0.187 -2.061 0.613  N7 1.014
10 H -1.720 0.543 -0.653  C4 1.097
11 H -1.016 2.174 -0.771  C4 1.088
12 H 0.243 1.651 1.405  C5 1.101
13 H -1.500 1.512 1.637  C5 1.096

As for the HOMO energy: -8.63 eV. Its HOMO-LUMO gap is 9.30 eV. Its multiplicity is 1.

natural (NBO) population analysis, charges in e, atoms 1 to 4: -0.68, 0.67, -0.48, -0.08

***

<z>
C4H6N2O | ωB97M-V/def2-TZVPD

Each atom is followed by the atoms it is bonded to, with distances in Å.
CARTESIAN COORDINATES (ANGSTROEM)
1 N -2.132 0.806 -0.685  C2 1.262, H8 1.016
2 C -2.016 -0.023 0.260  N1 1.262, O3 1.346, H9 1.094
3 O -0.900 -0.732 0.510  C2 1.346, C4 1.428
4 C 0.233 -0.522 -0.333  O3 1.428, C5 1.530, H10 1.091, H11 1.094
5 C 1.360 0.036 0.539  C4 1.530, C6 1.467, H12 1.094, H13 1.095
6 C 2.611 0.184 -0.212  C5 1.467, N7 1.157
7 N 3.591 0.287 -0.819  C6 1.157
8 H -3.066 1.204 -0.691  N1 1.016
9 H -2.775 -0.290 1.000  C2 1.094
10 H -0.021 0.167 -1.139  C4 1.091
11 H 0.515 -1.495 -0.747  C4 1.094
12 H 1.064 1.013 0.933  C5 1.094
13 H 1.535 -0.635 1.386  C5 1.095

The structure (SMILES) is [H]/N=C/OCCC#N. As for the HOMO energy: -10.66 eV. Its HOMO-LUMO gap is 11.37 eV. Its multiplicity is 1.

natural (NBO) population analysis, charges in e, atoms 1 to 4: -0.72, 0.41, -0.50, -0.07

***

Relative energies, unit kJ/mol: <w> 578.2; <x> 0.0; <y> 207.9; <z> 57.5

***

<w>
C4H6N2O | ωB97M-V/def2-TZVPD

Each atom is followed by the atoms it is bonded to, with distances in Å.
CARTESIAN COORDINATES (ANGSTROEM)
1 C 0.461 0.946 -2.056  O2 1.447, H8 1.096, H9 1.096, H10 1.094
2 O 1.329 0.404 -1.033  C1 1.447, C3 1.380
3 C 0.635 -0.219 -0.017  O2 1.380, N4 1.300, C7 1.408
4 N 0.231 -1.388 -0.419  C3 1.300
5 N -0.958 -1.602 1.199  C6 1.314, H11 1.039
6 C -0.624 -0.520 1.865  N5 1.314, C7 1.384, H12 1.099
7 C 0.289 0.312 1.241  C3 1.408, C6 1.384, H13 1.075
8 H 0.804 1.954 -2.313  C1 1.096
9 H 0.494 0.312 -2.950  C1 1.096
10 H -0.565 1.016 -1.683  C1 1.094
11 H -1.672 -2.180 1.685  N5 1.039
12 H -1.070 -0.278 2.839  C6 1.099
13 H 0.647 1.243 1.642  C7 1.075

As for the HOMO energy (alpha / beta): -8.47 / -8.47 eV. Its HOMO-LUMO gap (alpha / beta) is 7.98 / 7.98 eV. Its multiplicity is 1.

natural (NBO) population analysis, charges in e, atoms 1 to 4: -0.25, -0.49, 0.43, -0.14

***

<x>
C4H6N2O | ωB97M-V/def2-TZVPD

Each atom is followed by the atoms it is bonded to, with distances in Å.
CARTESIAN COORDINATES (ANGSTROEM)
1 C -0.999 -1.243 0.833  C2 1.581, H5 1.095, H6 1.139, H7 1.062
2 C -0.417 0.085 0.203  C1 1.581, C3 1.385, C4 1.422
3 C -0.819 1.381 0.477  C2 1.385, H8 1.120, O13 1.336
4 C 0.739 0.336 -0.587  C2 1.422, N11 1.348, N12 1.374
5 H -0.725 -1.321 1.890  C1 1.095
6 H -0.475 -2.215 0.551  C1 1.139
7 H -2.052 -1.307 0.712  C1 1.062
8 H -1.780 1.657 0.982  C3 1.120
9 H 2.492 -0.305 -0.971  N12 0.990
10 H 1.448 -0.522 -2.235  N12 0.991
11 N 1.026 1.653 -0.612  C4 1.348, O13 1.386
12 N 1.571 -0.532 -1.252  C4 1.374, H9 0.990, H10 0.991
13 O -0.010 2.335 0.007  C3 1.336, N11 1.386

The structure (SMILES) is Cc1conc1N. As for the HOMO energy: -9.41 eV. Its HOMO-LUMO gap is 10.35 eV. Its multiplicity is 1.

natural (NBO) population analysis, charges in e, atoms 1 to 4: -0.64, -0.16, 0.14, 0.28

***

Relative energies, unit kJ/mol: <w> 196.0; <x> 0.0

***

<w>
C4H6N2O | ωB97M-V/def2-TZVPD

Each atom is followed by the atoms it is bonded to, with distances in Å.
CARTESIAN COORDINATES (ANGSTROEM)
1 C -1.874 1.026 0.697  C2 1.461, H8 1.092, H9 1.092, H10 1.095
2 C -2.125 0.465 -0.629  C1 1.461, N3 1.157
3 N -2.299 0.016 -1.681  C2 1.157
4 C 0.968 -0.693 -0.893  C5 1.280, N7 1.572, H11 1.075
5 C 1.850 -0.909 0.009  C4 1.280, O6 1.324, N7 1.433
6 O 2.766 -1.588 0.681  C5 1.324, H12 0.968
7 N 1.260 0.381 0.218  C4 1.572, C5 1.433, H13 1.027
8 H -2.709 0.801 1.363  C1 1.092
9 H -1.758 2.110 0.620  C1 1.092
10 H -0.934 0.617 1.081  C1 1.095
11 H 0.155 -0.862 -1.575  C4 1.075
12 H 2.816 -2.490 0.333  O6 0.968
13 H 1.878 1.097 -0.181  N7 1.027

The structure (SMILES) is OC1=CN1.CC#N. As for the HOMO energy: -8.31 eV. Its HOMO-LUMO gap is 8.80 eV. Its multiplicity is 1.

natural (NBO) population analysis, charges in e, atoms 1 to 4: -0.74, 0.31, -0.37, -0.23

***

<x>
C4H6N2O | ωB97M-V/def2-TZVPD

Each atom is followed by the atoms it is bonded to, with distances in Å.
CARTESIAN COORDINATES (ANGSTROEM)
1 N 1.095 -0.096 1.201  C2 1.521, C7 1.448, H9 1.016
2 C 0.678 1.021 0.257  N1 1.521, C3 1.437, C7 1.502
3 C 0.407 0.388 -1.004  C2 1.437, O4 1.317, N5 1.324
4 O 1.063 0.636 -2.118  C3 1.317, H10 0.974
5 N -0.613 -0.455 -1.041  C3 1.324, C6 1.475, H11 1.011
6 C -1.064 -0.764 0.329  N5 1.475, C7 1.525, H8 1.092, H12 1.094
7 C -0.300 0.286 1.128  N1 1.448, C2 1.502, C6 1.525, H13 1.090
8 H -0.678 -1.742 0.623  C6 1.092
9 H 1.546 0.309 2.017  N1 1.016
10 H 1.721 1.309 -1.867  O4 0.974
11 H -0.900 -0.960 -1.869  N5 1.011
12 H -2.157 -0.735 0.396  C6 1.094
13 H -0.797 0.803 1.949  C7 1.090

The structure (SMILES) is OC1=C2N[C@@H]2CN1. As for the HOMO energy: -7.48 eV. Its HOMO-LUMO gap is 8.28 eV. Its multiplicity is 1.

natural (NBO) population analysis, charges in e, atoms 1 to 4: -0.61, -0.39, 0.65, -0.63

***

Relative energies, unit kJ/mol: <w> 74.7; <x> 0.0

***

<w>
C4H6N2O | ωB97M-V/def2-TZVPD

Each atom is followed by the atoms it is bonded to, with distances in Å.
CARTESIAN COORDINATES (ANGSTROEM)
1 C 0.522 0.748 -2.184  C2 1.497, H8 1.093, H9 1.093, H10 1.095
2 C 0.121 0.134 -0.878  C1 1.497, N3 1.311, C7 1.460
3 N -0.884 -0.706 -0.831  C2 1.311, O4 1.342
4 O -1.094 -1.067 0.445  N3 1.342, C5 1.434
5 C -0.068 -0.439 1.225  O4 1.434, N6 1.403, C7 1.437, H13 1.154
6 N -0.355 -0.309 2.592  C5 1.403, H11 1.013, H12 1.012
7 C 0.715 0.454 0.416  C2 1.460, C5 1.437
8 H -0.306 0.718 -2.897  C1 1.093
9 H 0.819 1.786 -2.014  C1 1.093
10 H 1.379 0.227 -2.622  C1 1.095
11 H -0.943 -1.061 2.932  N6 1.013
12 H -0.787 0.584 2.790  N6 1.012
13 H 0.880 -1.068 1.027  C5 1.154

As for the HOMO energy: -9.35 eV. Its HOMO-LUMO gap is 8.89 eV. Its multiplicity is 1.

natural (NBO) population analysis, charges in e, atoms 1 to 4: -0.64, 0.02, -0.02, -0.31

***

<x>
C4H6N2O | ωB97M-V/def2-TZVPD

Each atom is followed by the atoms it is bonded to, with distances in Å.
CARTESIAN COORDINATES (ANGSTROEM)
1 C 1.243 1.341 -0.556  C2 1.515, H8 1.094, H9 1.095, H10 1.095
2 C 0.966 0.302 0.512  C1 1.515, O3 1.448, H11 1.093, H12 1.095
3 O 0.180 -0.775 -0.052  C2 1.448, C4 1.334
4 C -1.145 -0.685 0.078  O3 1.334, N5 1.266, C6 1.468
5 N -1.757 0.212 0.728  C4 1.266, H13 1.016
6 C -1.808 -1.776 -0.648  C4 1.468, N7 1.157
7 N -2.385 -2.599 -1.222  C6 1.157
8 H 0.307 1.775 -0.921  C1 1.094
9 H 1.854 2.149 -0.139  C1 1.095
10 H 1.787 0.898 -1.397  C1 1.095
11 H 0.417 0.723 1.359  C2 1.093
12 H 1.892 -0.170 0.856  C2 1.095
13 H -2.763 0.072 0.709  N5 1.016

The structure (SMILES) is [H]/N=C(\C#N)OCC. As for the HOMO energy: -10.87 eV. Its HOMO-LUMO gap is 11.46 eV. Its multiplicity is 1.

natural (NBO) population analysis, charges in e, atoms 1 to 4: -0.63, -0.08, -0.47, 0.48

***

<y>
C4H6N2O | ωB97M-V/def2-TZVPD

Each atom is followed by the atoms it is bonded to, with distances in Å.
CARTESIAN COORDINATES (ANGSTROEM)
1 N 0.900 1.059 1.736  C2 1.443, H8 1.016, H9 1.016
2 C -0.088 0.558 0.811  N1 1.443, C3 1.512, N7 1.467, H13 1.100
3 C -0.134 -0.949 0.694  C2 1.512, C4 1.335, H10 1.084
4 C -0.303 -1.246 -0.596  C3 1.335, C5 1.483, H11 1.086
5 C -0.263 0.053 -1.309  C4 1.483, O6 1.347, N7 1.277
6 O -0.417 0.164 -2.643  C5 1.347, H12 0.965
7 N -0.066 1.071 -0.563  C2 1.467, C5 1.277
8 H 1.831 0.907 1.360  N1 1.016
9 H 0.785 2.065 1.818  N1 1.016
10 H -0.090 -1.622 1.543  C3 1.084
11 H -0.440 -2.221 -1.054  C4 1.086
12 H -0.648 -0.700 -3.006  O6 0.965
13 H -1.068 0.861 1.207  C2 1.100

The structure (SMILES) is N[C@@H]1C=CC(O)=N1. As for the HOMO energy: -9.37 eV. Its HOMO-LUMO gap is 10.04 eV. Its multiplicity is 1.

natural (NBO) population analysis, charges in e, atoms 1 to 4: -0.81, 0.03, -0.14, -0.33

***

Relative energies, unit kJ/mol: <w> 381.1; <x> 23.3; <y> 0.0

***

<w>
C2H6N2O2S | ωB97M-V/def2-TZVPD

Each atom is followed by the atoms it is bonded to, with distances in Å.
CARTESIAN COORDINATES (ANGSTROEM)
1 C 0.925 0.950 -0.225  C2 1.539, N3 1.493, H8 1.028, H9 1.034
2 C -0.368 0.178 -0.542  C1 1.539, S7 1.848, H10 1.096, H11 1.014
3 N 1.950 -0.082 0.109  C1 1.493, O5 1.369, H12 0.998
4 N -1.175 -2.359 -0.788  O6 1.432, S7 1.524
5 O 1.747 -1.285 -0.513  N3 1.369, S7 1.874
6 O -2.127 -2.128 0.257  N4 1.432, H13 0.963
7 S 0.018 -1.505 -1.202  C2 1.848, N4 1.524, O5 1.874
8 H 1.396 1.454 -0.988  C1 1.028
9 H 0.774 1.452 0.666  C1 1.034
10 H -0.863 -0.190 0.364  C2 1.096
11 H -1.058 0.597 -1.156  C2 1.014
12 H 1.934 -0.262 1.090  N3 0.998
13 H -2.103 -2.904 0.826  O6 0.963

As for the HOMO energy: -8.36 eV. Its HOMO-LUMO gap is 9.04 eV. Its multiplicity is 1.

natural (NBO) population analysis, charges in e, atoms 1 to 4: -0.26, -0.61, -0.30, -0.54

***

<x>
C2H6N2O2S | ωB97M-V/def2-TZVPD

Each atom is followed by the atoms it is bonded to, with distances in Å.
CARTESIAN COORDINATES (ANGSTROEM)
1 C 3.261 -0.429 -0.240  C2 1.571, O5 1.294, O6 1.226
2 C 1.794 -0.520 -0.796  C1 1.571, N4 1.272, H8 1.080
3 N -4.346 0.318 1.082  S7 1.806, H9 0.989, H10 0.982
4 N 1.075 0.513 -0.972  C2 1.272, H11 1.004
5 O 3.357 -0.152 1.021  C1 1.294, H12 1.070
6 O 4.199 -0.617 -1.006  C1 1.226
7 S -2.944 0.452 -0.049  N3 1.806, H13 1.253
8 H 1.419 -1.527 -0.906  C2 1.080
9 H -4.727 1.185 1.367  N3 0.989
10 H -4.022 -0.327 1.748  N3 0.982
11 H 0.147 0.389 -1.335  N4 1.004
12 H 4.352 0.188 1.221  O5 1.070
13 H -3.565 0.526 -1.134  S7 1.253

The structure (SMILES) is [H]/N=C/C(=O)O.NS. As for the HOMO energy: -9.20 eV. Its HOMO-LUMO gap is 9.72 eV. Its multiplicity is 1.

natural (NBO) population analysis, charges in e, atoms 1 to 4: 0.74, 0.04, -0.94, -0.58

***

Relative energies, unit kJ/mol: <w> 393.6; <x> 0.0